Computed, not measured: a structure of composition C67H63Cl4F3O16 at a distorted geometry, with wB97M-V/def2-TZVPD.

Computed properties:
Relative energy (zero: lowest compared OMol25 entry of this formula, charge and spin) (kcal/mol): 49.0
Total charge: 0
LUMO energy (Eh): 0.0055
Gap between HOMO and LUMO (eV): 7.9
F_max (hartree/bohr): 0.3211
E_tot (Ha): -5934.7874
HOMO energy (hartree): -0.2859

Atoms and positions in Å:
F 3.84761 2.31236 -5.24995
C 4.58461 2.08725 -4.13305
C 3.94398 2.05018 -2.91634
C 4.70835 1.74211 -1.79893
C 6.06255 1.54995 -1.88623
C 6.67201 1.61314 -3.12245
C 5.92086 1.86303 -4.25642
H 2.88324 2.26612 -2.87397
H 4.15644 1.75281 -0.86590
H 6.59019 1.29171 -0.97755
H 7.73717 1.42847 -3.15024
H 6.41550 1.85600 -5.21963
F -6.61178 -1.92092 0.90821
C -5.73363 -1.50092 -0.03167
C -4.38178 -1.64110 0.18270
C -3.51781 -1.27759 -0.85522
C -3.99166 -0.76511 -2.04855
C -5.37057 -0.74092 -2.25361
C -6.24565 -1.04838 -1.22421
H -3.94949 -2.09095 1.06734
H -2.50952 -1.65875 -0.74143
H -3.33552 -0.53078 -2.87838
H -5.75662 -0.45520 -3.22664
H -7.31918 -1.07130 -1.35714
F 5.28523 1.35241 1.34066
C 4.85504 0.07730 1.62339
C 5.71803 -0.73055 2.33988
C 5.23297 -1.96980 2.74470
C 3.96701 -2.38698 2.35065
C 3.14945 -1.56642 1.59396
C 3.57132 -0.27553 1.27295
H 6.71514 -0.40286 2.59356
H 5.89198 -2.65590 3.26072
H 3.69329 -3.42275 2.52912
H 2.16117 -1.86483 1.26727
H 2.95157 0.38100 0.67480
C -1.04416 -7.51583 2.56771
C -1.01762 -6.16858 2.21014
C -1.88943 -5.28342 2.80356
C -2.83263 -5.73821 3.70908
C -2.88527 -7.09176 4.01668
C -2.02387 -7.99416 3.41870
O -2.09352 -9.35458 3.65680
O -1.85910 -3.93167 2.52943
H -0.23281 -8.16381 2.25196
H -0.27872 -5.84245 1.49387
H -3.54895 -5.03338 4.10801
H -3.63233 -7.45771 4.71696
H -2.82725 -9.54254 4.24894
H -1.25377 -3.74239 1.79761
C 0.94575 0.06177 -1.64357
C 1.02674 -1.17205 -1.02428
C 0.20795 -1.42912 0.07236
C -0.61756 -0.44648 0.58651
C -0.61896 0.80980 0.02630
C 0.13536 1.04399 -1.10750
O 0.09620 2.32516 -1.71182
O 0.14285 -2.65393 0.64446
H 1.64880 0.26885 -2.44445
H 1.71586 -1.94470 -1.34791
H -1.06816 -0.56924 1.56381
H -1.22111 1.61544 0.42569
H -0.40190 2.20032 -2.53870
H 0.83519 -3.25148 0.31158
C -5.53272 0.66584 2.60857
C -5.84076 0.07247 3.82689
C -4.84482 -0.18751 4.74408
C -3.52770 0.12184 4.44862
C -3.21121 0.75775 3.25723
C -4.21059 1.02084 2.34170
O -3.97908 1.67618 1.14970
O -5.18478 -0.74183 5.94399
H -6.29237 0.80812 1.85360
H -6.86054 -0.17321 4.10011
H -2.71184 -0.14801 5.11100
H -2.16818 0.87012 2.98538
H -3.30417 2.36864 1.24507
H -4.63037 -0.34600 6.62185
C 2.76412 -4.45991 2.12682
C 3.38559 -5.16223 3.15641
C 4.21543 -6.22211 2.85665
C 4.31852 -6.67415 1.54224
C 3.64917 -6.00317 0.53159
C 2.86859 -4.89977 0.81800
O 2.32959 -4.14004 -0.17886
O 4.95864 -6.75652 3.86082
H 2.07236 -3.66475 2.39453
H 3.27136 -4.88637 4.19633
H 4.87912 -7.57250 1.31525
H 3.66319 -6.36583 -0.49240
H 2.70192 -4.43559 -1.02651
H 5.25901 -7.65078 3.68270
C -5.10848 5.81054 2.43321
C -4.14961 4.85943 2.17118
C -3.46388 4.82456 0.97281
C -3.74543 5.77581 0.01114
C -4.71153 6.74491 0.27191
C -5.41739 6.75765 1.45735
O -6.47589 7.58073 1.70136
O -2.40500 3.93234 0.83754
H -5.64027 5.78711 3.37433
H -3.93335 4.10967 2.92546
H -3.31330 5.80569 -0.98232
H -5.03506 7.43000 -0.50871
H -6.64064 8.21683 1.00101
H -1.63637 4.41414 0.46141
C 2.70051 -1.28562 -4.86379
C 2.77959 -2.60970 -4.49039
C 3.17870 -2.91354 -3.20014
C 3.63855 -1.91898 -2.35168
C 3.59845 -0.59588 -2.75996
C 3.13048 -0.27875 -4.02240
O 3.16151 1.04283 -4.44010
O 3.36284 -4.24143 -2.78576
H 2.25095 -1.01803 -5.81392
H 2.51735 -3.42227 -5.15682
H 3.88885 -2.11659 -1.31612
H 3.81227 0.15071 -2.00478
H 2.29535 1.37335 -4.70188
H 3.48256 -4.82247 -3.54227
C 2.71497 6.47249 1.43982
C 1.45872 6.09569 1.00089
C 1.29426 4.91579 0.30362
C 2.38458 4.04970 0.16132
C 3.64500 4.47160 0.50825
C 3.82867 5.68198 1.14245
O 5.12592 6.07553 1.44753
O 0.00808 4.51197 -0.05937
H 2.81077 7.50833 1.75238
H 0.64920 6.81235 1.07075
H 2.23658 3.14442 -0.42328
H 4.52088 3.90193 0.21985
H 5.07909 6.79618 2.08344
H 0.10561 3.72208 -0.62331
C -4.54525 2.10525 -5.96877
C -3.96545 2.10079 -4.71760
C -2.68016 2.59249 -4.57420
C -1.91391 2.90096 -5.68369
C -2.50045 2.88610 -6.92928
C -3.83783 2.54703 -7.06380
O -4.50061 2.69060 -8.25545
O -2.05952 2.66970 -3.35260
H -5.59238 1.85867 -6.09849
H -4.51506 1.83335 -3.82218
H -0.86696 3.10240 -5.49410
H -1.87210 3.12954 -7.78046
H -4.01889 3.34365 -8.77311
H -2.63048 2.77505 -2.58435
C 1.20839 0.86979 4.28979
Cl 0.71749 2.02552 3.02055
Cl 2.97107 0.94105 4.37800
Cl 0.48964 1.30015 5.84072
Cl 0.69182 -0.74085 3.82135

Computed, not measured: a structure of composition C67H67Ge2N5PtS5, with wB97M-V/def2-TZVPD.

Computed properties:
Relative energy (zero: lowest compared OMol25 entry of this formula, charge and spin) (kcal/mol): 0.4
Total charge: 0
LUMO energy (Eh): -0.0299
Gap between HOMO and LUMO (eV): 7.0
F_max (hartree/bohr): 0.0108
E_tot (Ha): -9131.4503
HOMO energy (hartree): -0.2867

Atoms and positions in Å:
Pt -1.60426 -1.32665 1.22814
C -0.53828 -7.54116 0.63708
C -1.35469 -6.72553 1.62826
N -0.71326 -5.45640 1.93750
C -1.20536 -4.24365 1.63701
S -0.12558 -2.91320 2.00604
N -2.40934 -4.17456 1.09863
N -2.80063 -2.91328 0.80483
C -3.93616 -2.64425 0.26518
C -4.95645 -3.68134 -0.05349
C -4.16876 -1.21690 -0.04807
C -5.29841 -0.77163 -0.70995
C -5.41442 0.57912 -1.01204
C -4.41014 1.45058 -0.63721
C -3.30866 0.95106 0.04121
N -3.20080 -0.34290 0.30752
H -1.01607 -8.50469 0.45798
H 0.46674 -7.73357 1.01860
H -0.44918 -7.01562 -0.31416
H -1.49878 -7.28324 2.55667
H -2.33624 -6.49730 1.22348
H 0.23075 -5.47844 2.28822
H -4.58905 -4.65924 0.23966
H -5.18013 -3.69043 -1.12167
H -5.88187 -3.46712 0.48518
H -6.06800 -1.47410 -0.99370
H -6.28608 0.94241 -1.54019
H -4.45707 2.50611 -0.85824
H -2.49015 1.58226 0.36109
C -4.77333 4.69485 0.58266
C -3.29288 4.47360 0.74965
C -2.78274 4.04730 1.97358
C -1.41965 3.91450 2.18646
C -0.90859 3.57215 3.56025
C -0.53227 4.18119 1.12985
C -1.02215 4.61276 -0.10376
C -0.11496 5.00057 -1.24215
C -2.40202 4.74155 -0.27575
C 0.93922 4.14582 1.40218
C 1.51188 5.31891 1.88412
C 2.86058 5.37491 2.18966
C 3.64336 4.24703 2.02241
C 3.09744 3.05681 1.54608
C 1.73406 3.00316 1.21846
Ge 0.91326 1.37602 0.48555
S -0.40521 0.52429 2.03292
S -0.14352 1.63299 -1.47501
Ge 0.66374 -0.45413 -1.74924
S -0.85167 -1.84067 -1.02294
S 2.31344 -0.19270 -0.26509
C 1.17705 -1.05576 -3.54974
C 1.82921 -2.29521 -3.66742
C 2.08228 -2.82660 -4.92688
C 1.69880 -2.14569 -6.07098
C 1.07589 -0.91555 -5.95734
C 0.81737 -0.35666 -4.70697
C 0.15764 0.98259 -4.67993
C 0.92556 2.14429 -4.61937
C 2.42109 2.09930 -4.45633
C 0.28237 3.37972 -4.64730
C -1.09692 3.48248 -4.71422
C -1.78052 4.82317 -4.74984
C -1.84560 2.30912 -4.74297
C -1.24070 1.06230 -4.72876
C -2.07840 -0.18966 -4.72050
C 2.32959 -3.02608 -2.46337
C 1.62723 -4.09653 -1.91157
C 0.38039 -4.65295 -2.54739
C 2.10699 -4.68507 -0.74413
C 3.26402 -4.24499 -0.12679
C 3.73161 -4.84231 1.17296
C 3.98857 -3.22368 -0.73277
C 3.54899 -2.61505 -1.89747
C 4.38274 -1.53853 -2.54445
C 4.02963 1.89504 1.42309
C 4.06524 0.90150 2.40057
C 3.13403 0.89869 3.58565
C 4.98391 -0.14007 2.26738
C 5.86270 -0.20755 1.20090
C 6.87541 -1.31552 1.08995
C 5.80378 0.79220 0.23288
C 4.90212 1.83764 0.32559
C 4.83372 2.87388 -0.76422
H -5.34770 3.86311 0.99429
H -5.04324 4.81798 -0.46704
H -5.08639 5.59875 1.10891
H -3.46541 3.83908 2.79134
H -1.70631 3.14639 4.16818
H -0.53430 4.46951 4.06020
H -0.09086 2.85432 3.52402
H 0.93710 4.91136 -0.97797
H -0.30720 6.03418 -1.53923
H -0.29317 4.36404 -2.10916
H -2.77751 5.09017 -1.23358
H 0.88266 6.19129 2.01647
H 3.29836 6.29293 2.56090
H 4.69729 4.26968 2.27349
H 2.58723 -3.78276 -4.99886
H 1.89583 -2.56779 -7.04848
H 0.78872 -0.36247 -6.84405
H 2.84688 1.16108 -4.80863
H 2.68267 2.20126 -3.39777
H 2.89438 2.91960 -4.99717
H 0.88196 4.28319 -4.59583
H -1.06356 5.63432 -4.62685
H -2.52563 4.90565 -3.95589
H -2.29771 4.97011 -5.70000
H -2.92913 2.37015 -4.77250
H -3.13712 0.05803 -4.64765
H -1.81628 -0.83154 -3.87516
H -1.92588 -0.77846 -5.62741
H -0.06540 -3.95600 -3.25418
H -0.36644 -4.87872 -1.78524
H 0.61117 -5.57772 -3.08424
H 1.53977 -5.49590 -0.29713
H 3.10884 -5.68945 1.46284
H 3.69144 -4.10037 1.97364
H 4.76297 -5.19159 1.09953
H 4.91012 -2.88168 -0.27575
H 5.33816 -1.43986 -2.02911
H 3.88669 -0.56631 -2.51027
H 4.57499 -1.77060 -3.59390
H 2.67958 1.87387 3.75505
H 3.67277 0.61084 4.48956
H 2.32426 0.17954 3.43775
H 5.00719 -0.91469 3.02746
H 6.67271 -2.10907 1.80906
H 7.88333 -0.94007 1.27906
H 6.87634 -1.75111 0.08921
H 6.46916 0.74341 -0.62356
H 5.38599 2.54223 -1.64321
H 5.25715 3.82612 -0.43644
H 3.80014 3.06842 -1.05854
N -6.11657 -0.26094 10.09385
C -5.59259 -0.39867 9.08014
C -4.94096 -0.57123 7.81061
C -3.84772 0.22439 7.47322
C -3.22595 0.05620 6.25109
C -3.68447 -0.90567 5.34608
C -4.77923 -1.70027 5.69747
C -5.40461 -1.53611 6.91831
C -3.03691 -1.06721 4.08008
C -2.49247 -1.17474 3.00788
H -3.49162 0.96887 8.17221
H -2.37406 0.66565 5.98133
H -5.13115 -2.44886 5.00081
H -6.25172 -2.15153 7.18904